The following is a quantum chemistry calculation of a structure of composition C40H45N4OPdS, from the OMol25 dataset.

Positions of all 92 atoms, in Å:
Pd1 0.697 0.022 0.633
C1 3.328 -1.590 3.984
C2 4.069 -0.866 2.846
C3 3.516 -1.173 1.444
N1 2.709 -0.093 0.870
C4 3.299 0.954 0.307
C5 4.692 1.140 0.294
C6 5.436 2.278 0.028
C7 5.026 3.558 -0.295
C8 3.727 3.935 -0.576
C9 2.583 3.164 -0.702
C10 2.383 1.789 -0.496
N2 1.312 1.107 -0.949
C11 0.409 1.750 -1.891
C12 -0.842 2.318 -1.226
C13 -1.698 1.173 -0.692
N3 -1.188 0.623 0.557
C14 -1.867 0.581 1.698
C15 -3.128 1.192 1.867
C16 -4.048 1.099 2.891
C17 -4.019 0.363 4.067
C18 -2.952 -0.379 4.533
C19 -1.684 -0.533 3.994
C20 -1.121 -0.043 2.808
N4 0.184 -0.132 2.566
C21 1.173 -0.269 3.634
C22 1.811 -1.647 3.813
H1 3.689 -2.619 4.048
H2 3.593 -1.115 4.932
H3 4.039 0.215 2.992
H4 5.124 -1.140 2.896
H5 4.321 -1.414 0.743
H6 2.893 -2.065 1.474
H7 5.279 0.286 0.605
H8 6.507 2.144 0.142
H9 5.787 4.324 -0.347
H10 3.579 4.990 -0.779
H11 1.705 3.709 -1.021
H12 0.959 2.504 -2.455
H13 0.093 0.991 -2.612
H14 -0.581 3.021 -0.430
H15 -1.424 2.867 -1.969
H16 -2.745 1.453 -0.602
H17 -1.660 0.360 -1.416
H18 -3.425 1.854 1.066
H19 -4.949 1.683 2.734
H20 -4.906 0.395 4.685
H21 -3.109 -0.898 5.472
H22 -1.010 -1.137 4.589
H23 1.948 0.464 3.404
H24 0.715 0.066 4.566
H25 1.361 -2.172 4.658
H26 1.588 -2.256 2.940
C23 0.289 -7.056 1.063
C24 1.370 -6.354 0.547
C25 1.365 -4.969 0.537
C26 0.271 -4.269 1.041
C27 -0.795 -4.979 1.590
C28 -0.792 -6.366 1.591
C29 0.210 -2.788 1.062
C30 0.737 -1.989 0.150
C31 1.242 -2.261 -1.201
C32 2.408 -1.729 -1.753
C33 2.843 -2.125 -3.006
C34 2.122 -3.057 -3.737
C35 0.957 -3.591 -3.206
C36 0.514 -3.189 -1.960
H27 0.297 -8.138 1.069
H28 2.224 -6.890 0.154
H29 2.213 -4.429 0.136
H30 -1.629 -4.435 2.021
H31 -1.629 -6.907 2.014
H32 -0.333 -2.372 1.899
H33 2.973 -0.987 -1.215
H34 3.748 -1.695 -3.415
H35 2.464 -3.362 -4.718
H36 0.384 -4.317 -3.769
H37 -0.393 -3.602 -1.551
O1 -1.827 -1.717 -1.195
S1 -2.808 -2.144 -0.167
C37 -4.387 -1.304 -0.503
C38 -5.469 -2.357 -0.331
C39 -4.958 -3.587 -1.080
C40 -3.495 -3.769 -0.677
H38 -4.308 -0.962 -1.538
H39 -4.483 -0.450 0.165
H40 -6.427 -2.006 -0.714
H41 -5.607 -2.586 0.729
H42 -5.029 -3.416 -2.155
H43 -5.543 -4.477 -0.850
H44 -2.851 -4.102 -1.490
H45 -3.372 -4.451 0.163

Energy above the lowest of the compared OMol25 structures with the same formula, charge and spin: 0.0 kcal per mole
HOMO: -9.8 eV
Calculated total energy: -2371.21070 Ha
Net charge: +1